Entry 1:
{
  "formula": "C27H43BrN2O2P2Pb",
  "method": "ωB97M-V/def2-TZVPD",
  "elements": ["C", "C", "C", "C", "N", "C", "C", "C", "C", "C", "C", "C", "C", "C", "Pb", "P", "H", "H", "H", "H", "H", "H", "H", "H", "C", "C", "H", "H", "H", "H", "H", "C", "C", "H", "H", "H", "H", "H", "C", "C", "H", "H", "H", "H", "H", "Br", "P", "C", "C", "H", "H", "H", "H", "H", "C", "C", "H", "H", "H", "H", "H", "C", "C", "H", "H", "H", "H", "H", "N", "C", "C", "O", "O", "H", "H", "H", "H", "H"],
  "positions_angstrom": [[-1.59079, 5.48007, -1.78430], [-1.88787, 4.25169, -2.39568], [-2.22399, 4.25301, -3.75796], [-2.20131, 5.46733, -4.46026], [-1.89675, 6.61917, -3.86675], [-1.60813, 6.64439, -2.56798], [-1.86080, 3.01114, -1.62555], [-1.16776, 2.07100, -1.07340], [0.00552, 1.36395, -0.67034], [0.91901, 1.87336, 0.28517], [1.80862, 1.04194, 0.91188], [1.70131, -0.38422, 0.68982], [1.05856, -0.79240, -0.53202], [0.25110, 0.08439, -1.20017], [-3.31741, 1.61899, -0.62853], [3.18603, -1.42380, 1.00266], [-2.46252, 3.32399, -4.27122], [-1.32799, 5.52935, -0.72853], [-2.41910, 5.48779, -5.53302], [-1.36004, 7.61208, -2.11849], [-0.25394, -0.19421, -2.12823], [0.86282, 2.93322, 0.54117], [1.15741, -1.83125, -0.86586], [2.50787, 1.41779, 1.66053], [2.72434, -2.89303, 1.93636], [3.52464, -4.16630, 1.64130], [1.65103, -3.05477, 1.76957], [2.82151, -2.61994, 2.99715], [3.16058, -4.97179, 2.29017], [3.40929, -4.49675, 0.60106], [4.59639, -4.03712, 1.84367], [3.93564, -1.90588, -0.56915], [4.32747, -0.76231, -1.50474], [3.22403, -2.58190, -1.06785], [4.81881, -2.51247, -0.31589], [4.77178, -1.18651, -2.41268], [3.46079, -0.16582, -1.81650], [5.05886, -0.08071, -1.05373], [4.40834, -0.48012, 1.92162], [5.75794, -1.17782, 2.08518], [3.95297, -0.26341, 2.89965], [4.52377, 0.48009, 1.39832], [6.48154, -0.46944, 2.49853], [5.70122, -2.02661, 2.77486], [6.16790, -1.53469, 1.13401], [-0.02863, -0.77453, 2.28634], [-3.35797, -1.41930, -0.91065], [-1.81642, -2.40675, -0.96958], [-2.05483, -3.92117, -1.01248], [-1.20495, -2.13787, -0.09641], [-1.24440, -2.11726, -1.85985], [-1.08619, -4.44115, -1.05865], [-2.58501, -4.28207, -0.12257], [-2.63287, -4.21167, -1.89960], [-3.30186, -1.02326, 0.90480], [-3.67063, -2.21912, 1.79087], [-4.00961, -0.20557, 1.11569], [-2.27738, -0.68734, 1.15894], [-3.60568, -1.92143, 2.84542], [-4.70219, -2.53231, 1.59263], [-3.00239, -3.07451, 1.64253], [-3.17409, -0.54901, -2.56953], [-3.06315, -1.57209, -3.71496], [-2.30642, 0.13298, -2.56753], [-4.09419, 0.04164, -2.71778], [-3.04159, -1.04943, -4.67796], [-2.15318, -2.17330, -3.64536], [-3.92764, -2.24593, -3.71275], [-0.46847, 1.90778, 4.03215], [-1.92937, 1.84091, 3.76357], [-2.09308, 2.33585, 2.33650], [-3.10755, 1.88691, 1.68737], [-1.23224, 3.14940, 1.94293], [-0.02190, 1.05702, 3.60450], [-0.27568, 1.93535, 5.03439], [-0.12769, 2.75718, 3.54907], [-2.30826, 0.82653, 3.89211], [-2.45322, 2.54202, 4.42196]],
  "mulliken_charge": [-0.319, 0.818, -0.365, -0.419, -0.542, -0.404, -0.308, -0.908, 0.572, -0.855, -0.814, 0.954, -1.337, -0.356, 0.764, 0.942, 0.437, 0.484, 0.377, 0.378, 0.944, 0.511, 0.550, 0.534, -0.533, -1.338, 0.416, 0.507, 0.437, 0.337, 0.322, -0.885, -1.282, 0.580, 0.682, 0.426, 0.217, 0.340, -0.770, -1.324, 0.510, 0.535, 0.397, 0.340, 0.356, -0.341, -0.098, 0.510, -1.517, -0.227, 0.349, 0.407, 0.309, 0.334, 0.469, -1.501, 0.535, -0.443, 0.406, 0.416, 0.223, -0.091, -1.430, 0.039, 0.514, 0.415, 0.325, 0.406, -0.010, -0.752, 1.030, -0.791, -0.695, -0.208, 0.405, 0.395, 0.300, 0.408],
  "orbital_gap_ev": [4.8, 4.5],
  "e_lumo_ev": [-7.70, -8.00],
  "total_charge": 2,
  "energy_ha": -4763.5079,
  "e_homo_ev": [-12.52, -12.51],
  "molar_mass_g_mol": 776.71
}


Entry 2:
{
  "formula": "C27H43F16O10P",
  "method": "ωB97M-V/def2-TZVPD",
  "elements": ["C", "C", "C", "C", "P", "C", "C", "C", "F", "H", "H", "H", "H", "H", "H", "H", "H", "H", "H", "H", "H", "H", "H", "H", "H", "H", "H", "C", "C", "O", "C", "O", "C", "F", "F", "F", "H", "H", "H", "H", "H", "C", "C", "O", "C", "O", "C", "F", "F", "F", "H", "H", "H", "H", "H", "C", "C", "O", "C", "O", "C", "F", "F", "F", "H", "H", "H", "H", "H", "C", "C", "O", "C", "O", "C", "F", "F", "F", "H", "H", "H", "H", "H", "C", "C", "O", "C", "O", "C", "F", "F", "F", "H", "H", "H", "H", "H"],
  "positions_angstrom": [[-2.40284, 2.44871, 0.16724], [-3.10763, 3.32269, -0.87936], [-4.32213, 2.61665, -1.45170], [-4.54763, 2.93047, -2.92699], [-5.90641, 3.17382, -0.54267], [-7.53646, 3.81511, 0.27870], [-8.74619, 3.24526, -0.37850], [-8.95893, 1.76379, -0.07984], [-9.87837, 3.95810, 0.01886], [-1.41425, 2.81304, 0.38613], [-3.00854, 2.43548, 1.06153], [-2.31911, 1.45854, -0.24564], [-2.39414, 3.54251, -1.65581], [-3.41027, 4.25251, -0.40525], [-4.27322, 1.55152, -1.28380], [-4.96610, 2.07054, -3.42185], [-3.65374, 3.29312, -3.40779], [-5.28863, 3.72415, -3.01790], [-5.49997, 4.52830, -0.73716], [-6.67803, 2.41820, -1.48970], [-5.53080, 2.47244, 0.64086], [-7.56669, 4.88204, 0.09388], [-7.57224, 3.58705, 1.33637], [-8.66867, 3.38190, -1.45148], [-9.10483, 1.22443, -1.00047], [-9.85532, 1.62779, 0.49998], [-8.11290, 1.36496, 0.45254], [1.74345, -0.42546, -3.27480], [2.22288, 0.02430, -1.91180], [2.58005, 1.42017, -1.92101], [1.58143, 2.27880, -1.76957], [0.42472, 2.01485, -1.62556], [2.13410, 3.71351, -1.75539], [3.04533, 3.89297, -2.72360], [2.72266, 3.95840, -0.56948], [1.14772, 4.59380, -1.92815], [2.49261, -0.20142, -4.03424], [1.55393, -1.49785, -3.27278], [0.82433, 0.08776, -3.55593], [3.12822, -0.51244, -1.63545], [1.47752, -0.16833, -1.14177], [-8.96923, 0.53447, -7.87576], [-8.12273, 1.74156, -7.53524], [-7.01241, 1.37584, -6.69290], [-5.94426, 0.89038, -7.31143], [-5.80792, 0.72492, -8.48683], [-4.84552, 0.59709, -6.27744], [-5.34831, -0.02018, -5.19355], [-4.27737, 1.74863, -5.87924], [-3.89917, -0.18440, -6.80086], [-9.29902, 0.03180, -6.96635], [-9.84569, 0.83872, -8.44610], [-8.40516, -0.18563, -8.46755], [-8.69737, 2.46242, -6.95815], [-7.75934, 2.24344, -8.43021], [6.56531, 1.76576, 1.13286], [7.11942, 0.71589, 2.07134], [6.11981, -0.27537, 2.38856], [5.96069, -1.25036, 1.50610], [6.56074, -1.38770, 0.48110], [4.89584, -2.23291, 2.01553], [3.82811, -1.59156, 2.52065], [5.42050, -3.00340, 2.98913], [4.46404, -3.03571, 1.03998], [5.66633, 2.21697, 1.55334], [7.30451, 2.54753, 0.96571], [6.29947, 1.33132, 0.16962], [7.39631, 1.16027, 3.02435], [8.00282, 0.23218, 1.65853], [7.94196, -5.52430, 2.92362], [8.52222, -4.14338, 3.13727], [9.73141, -4.20408, 3.91821], [10.84271, -4.49204, 3.25344], [10.94281, -4.70409, 2.08175], [12.03810, -4.47374, 4.22068], [11.74396, -5.10567, 5.36768], [12.36550, -3.20103, 4.51049], [13.09549, -5.06741, 3.66620], [7.78375, -6.02227, 3.88042], [6.98887, -5.45551, 2.40096], [8.61575, -6.14517, 2.33412], [7.83423, -3.52799, 3.71165], [8.71232, -3.63790, 2.19096], [1.51211, -1.70692, 4.70087], [0.05315, -2.10527, 4.65307], [-0.16474, -3.36089, 5.32436], [-0.29713, -3.30302, 6.64303], [-0.25372, -2.32318, 7.32563], [-0.56441, -4.71364, 7.19409], [0.24975, -5.61807, 6.62662], [-1.83597, -5.06741, 6.93516], [-0.37665, -4.74142, 8.51405], [2.13652, -2.50019, 4.29277], [1.67541, -0.79896, 4.12237], [1.83501, -1.52597, 5.72582], [-0.26595, -2.26719, 3.62586], [-0.58781, -1.33747, 5.08293]],
  "mulliken_charge": [-1.371, -0.382, 0.131, -1.806, 0.242, -1.177, 0.441, -1.179, -0.371, 0.336, 0.387, 0.349, 0.415, 0.232, 0.524, 0.425, 0.465, 0.329, -0.005, -0.099, -0.064, 0.381, 0.451, 0.284, 0.264, 0.436, 0.340, -1.181, -0.088, -0.353, 0.333, -0.485, 0.927, -0.249, -0.260, -0.228, 0.318, 0.382, 0.309, 0.259, 0.317, -1.086, -0.248, -0.262, 0.260, -0.513, 0.986, -0.256, -0.229, -0.251, 0.302, 0.373, 0.313, 0.305, 0.326, -1.157, -0.188, -0.296, 0.388, -0.510, 0.838, -0.243, -0.252, -0.250, 0.296, 0.404, 0.321, 0.346, 0.305, -1.212, -0.032, -0.370, 0.309, -0.503, 0.893, -0.243, -0.250, -0.235, 0.340, 0.357, 0.363, 0.251, 0.328, -0.973, -0.329, -0.320, 0.345, -0.508, 0.898, -0.244, -0.251, -0.236, 0.253, 0.343, 0.363, 0.333, 0.330],
  "orbital_gap_ev": 8.3,
  "e_lumo_ev": 0.16,
  "energy_ha": -3746.2049,
  "e_homo_ev": -8.14,
  "molar_mass_g_mol": 862.57
}


Entry 3:
{
  "formula": "C27H43INbO10",
  "method": "ωB97M-V/def2-TZVPD",
  "elements": ["C", "C", "C", "C", "C", "C", "C", "Nb", "C", "C", "C", "I", "C", "O", "C", "C", "O", "C", "C", "H", "H", "H", "H", "H", "H", "H", "H", "H", "H", "H", "H", "H", "H", "H", "H", "H", "H", "H", "H", "H", "H", "H", "H", "H", "H", "H", "H", "H", "H", "H", "H", "H", "H", "H", "C", "C", "C", "O", "C", "C", "C", "O", "O", "O", "H", "H", "H", "H", "C", "C", "C", "O", "C", "C", "C", "O", "O", "O", "H", "H", "H", "H"],
  "positions_angstrom": [[0.13958, -1.02507, 4.46478], [-1.25455, -1.22796, 5.07431], [-2.39831, -1.10369, 4.07476], [-2.90474, 0.32231, 3.77301], [-2.70780, 1.34650, 4.87037], [-3.31930, 2.72114, 4.56018], [-2.28207, 3.79576, 4.17997], [-1.54423, 3.86452, 2.03998], [-3.30624, 2.84957, 1.01639], [-3.07287, 2.37002, -0.43213], [-4.40966, 2.18800, -1.12453], [-4.29372, 1.01528, -2.92565], [-0.19083, 2.01281, 2.10987], [1.23067, 2.18381, 1.96954], [1.87600, 2.42207, 3.17162], [3.38213, 2.45196, 2.93567], [3.80371, 1.52311, 1.96776], [3.69506, 1.96835, 0.62528], [3.04863, 0.90099, -0.22289], [0.84645, -1.72277, 4.90244], [0.52093, -0.02892, 4.67265], [0.12423, -1.15909, 3.38944], [-1.29727, -2.23230, 5.49337], [-1.38543, -0.55226, 5.91308], [-2.04864, -1.53182, 3.13669], [-3.23643, -1.72603, 4.37827], [-3.97602, 0.25953, 3.58327], [-2.46594, 0.67337, 2.84333], [-1.64761, 1.49052, 5.07722], [-3.14314, 0.95691, 5.79051], [-4.09577, 2.61322, 3.80460], [-3.83448, 3.05153, 5.46469], [-1.46748, 3.72487, 4.90212], [-2.73225, 4.77447, 4.36719], [-0.77576, 4.12606, 0.38921], [-0.02335, 4.69954, 2.66792], [-2.10931, 5.60501, 1.81225], [-4.07973, 3.62689, 0.98935], [-3.70061, 1.99929, 1.57006], [-2.55599, 1.41471, -0.41295], [-2.47251, 3.08243, -0.98331], [-4.83524, 3.14528, -1.39809], [-5.11199, 1.67076, -0.48391], [-0.47307, 1.36472, 1.27744], [-0.37185, 1.44155, 3.02844], [1.56338, 3.38947, 3.58235], [1.63021, 1.66160, 3.92483], [3.87926, 2.17541, 3.86243], [3.70784, 3.45957, 2.67639], [3.09442, 2.87247, 0.59487], [4.69952, 2.18875, 0.25552], [1.98810, 0.86794, -0.00216], [3.20618, 1.09305, -1.27702], [3.47704, -0.06126, 0.04591], [3.96615, -2.01006, -6.18103], [3.20191, -1.63092, -5.14675], [3.40009, -0.31404, -4.43676], [2.64436, -0.07753, -3.51716], [4.46468, 0.56519, -4.88602], [5.22834, 0.18403, -5.91766], [5.02110, -1.12705, -6.63483], [5.76565, -1.36792, -7.56919], [6.22549, 0.90763, -6.40606], [2.20841, -2.34857, -4.65457], [3.82883, -2.94965, -6.69710], [4.60555, 1.50209, -4.36593], [6.59299, 0.38939, -7.14743], [1.82822, -1.81895, -3.92249], [-0.36376, -4.62726, -4.63908], [-1.03817, -4.26867, -3.53643], [-1.81641, -5.26532, -2.71196], [-2.38324, -4.84792, -1.72183], [-1.84266, -6.65175, -3.14610], [-1.16821, -7.00447, -4.24768], [-0.37537, -6.01067, -5.06013], [0.21265, -6.44493, -6.03539], [-1.12592, -8.23946, -4.72550], [-1.07445, -3.03039, -3.08027], [0.19992, -3.91749, -5.22800], [-2.41006, -7.35798, -2.55706], [-0.56003, -8.19599, -5.52084], [-1.62514, -3.03533, -2.27345]],
  "mulliken_charge": [-0.766, -0.556, -1.228, -0.016, -0.486, -0.460, -1.321, -1.242, -0.839, -0.347, -1.076, -0.111, -0.037, -0.180, 0.207, -0.831, -0.429, -0.269, -0.749, 0.487, -0.188, 0.289, 0.390, 0.419, 0.422, 0.310, 0.619, -0.283, 0.231, 0.529, 0.395, 0.336, 0.359, 0.571, 0.003, 0.059, -0.010, 0.695, 0.153, 0.375, 0.367, 0.448, 0.478, 0.225, 0.036, 0.175, -0.109, 0.361, 0.359, 0.282, 0.411, 0.062, 0.186, 0.294, -1.003, 0.125, 1.141, -0.553, -1.156, 0.413, 1.104, -0.641, -0.587, -0.465, 0.451, 0.448, 0.367, 0.354, -1.023, 0.356, 1.034, -0.616, -1.071, 0.389, 1.059, -0.652, -0.577, -0.506, 0.462, 0.415, 0.374, 0.363],
  "orbital_gap_ev": 4.6,
  "e_lumo_ev": -0.07,
  "total_charge": -1,
  "energy_ha": -2161.4257,
  "e_homo_ev": -4.65,
  "molar_mass_g_mol": 747.44
}